(1)
DFT (ωB97M-V/def2-TZVPD) results for an isolated ion of composition C2H5O2 and charge +1.

Properties
Kohn-Sham gap = 0.414 Eh
relative energy (zero: lowest compared OMol25 entry of this formula, charge and spin) = 27.2 kcal per mole
E_LUMO = -5.83 eV
molar mass = 61.1 g mol⁻¹
total charge = +1
2S+1 = 1
calculated total energy = -6239.61446 eV
highest occupied orbital energy = -17.08 eV

Each line ends with the natural charge from an NBO analysis.
Atoms and positions in Å:
C: -1.63052 0.32780 0.12109  0.403
C: 0.81914 -0.39026 -0.00826  0.224
O: 1.91273 0.26304 0.15292  -0.627
O: -0.50804 0.64589 -0.17254  -0.370
H: -2.41870 1.00685 -0.16063  0.195
H: -1.97703 -0.49630 0.67381  0.182
H: 0.93722 -1.12711 -1.06206  0.239
H: 0.54587 -0.96694 1.02480  0.225
H: 2.31933 0.73703 -0.56912  0.528

***

(2)
DFT (ωB97M-V/def2-TZVPD) results for a 2-piece molecular cluster, C22H37BF2NO8 overall.

Properties
Kohn-Sham gap = 0.272 Eh
E_LUMO = 2.65 eV
molar mass = 492.3 g mol⁻¹
total charge = -1
2S+1 = 1
calculated total energy = -47393.03314 eV
highest occupied orbital energy = -4.74 eV

Each line ends with the Mulliken charge.
Atoms and positions in Å:
C: -2.94053 -2.36372 -2.13616  -0.393
C: -2.47641 -1.67884 -1.25157  -0.505
C: -2.13864 -0.50566 -0.27327  0.182
C: -1.05786 -0.98163 0.77238  -0.934
C: 0.41990 -1.07197 0.15284  -0.649
C: 1.08817 0.35346 -0.05683  0.809
C: 1.39258 0.35563 -1.63125  -2.023
O: 0.16635 0.36699 -2.38674  0.373
C: 0.34664 -0.13154 -3.71455  -0.536
C: -0.16743 0.98970 -4.73186  -0.528
C: -1.61135 1.53542 -4.36847  -0.794
O: 0.19179 1.44301 0.17896  -0.742
B: 0.51125 2.11212 1.46350  1.222
C: -0.15652 3.60341 1.46409  -0.534
O: -0.35942 4.18554 2.77336  -0.451
C: 0.85106 4.63805 3.36021  0.122
C: 1.56178 5.83350 2.58458  -0.883
O: 1.98557 1.99128 1.49869  -0.686
C: 2.35955 0.76405 0.88685  0.930
C: 3.70248 1.22258 0.11446  -1.339
O: 3.53952 2.53753 -0.47438  -0.270
C: 4.53602 3.42278 0.07303  -0.699
N: 2.72389 -0.24791 1.94173  0.465
C: 3.72862 -1.17109 1.51040  0.612
O: 3.51393 -1.87903 0.56702  -0.421
F: 4.97571 -1.30317 2.10989  -0.303
C: 3.03655 0.36935 3.21660  0.598
O: 4.04833 0.90844 3.52276  -0.445
F: 2.00598 0.34540 4.15354  -0.262
H: -3.42096 -2.89218 -2.99047  0.353
H: -1.80361 0.39525 -0.86174  -0.053
H: -3.06988 -0.20455 0.28608  0.526
H: -1.28080 -2.02789 1.15197  0.328
H: -1.00090 -0.32307 1.68135  0.344
H: 0.28315 -1.63387 -0.82577  0.193
H: 0.98851 -1.76802 0.82787  0.367
H: 1.93693 -0.62469 -1.83794  0.461
H: 2.00234 1.24805 -1.95406  0.341
H: 1.43346 -0.34966 -3.91538  0.324
H: -0.22417 -1.09189 -3.91602  0.255
H: 0.59039 1.82926 -4.68584  0.242
H: -0.12076 0.57006 -5.78617  0.376
H: -2.13868 1.74735 -5.34740  0.311
H: -1.51704 2.46232 -3.74193  0.214
H: -2.21035 0.74356 -3.83753  0.132
H: -0.02590 1.40715 2.28796  -0.419
H: -1.19468 3.47460 1.01521  -0.049
H: 0.41241 4.25595 0.73428  0.198
H: 0.56656 5.05588 4.38117  0.335
H: 1.60207 3.81764 3.57895  -0.025
H: 2.05508 6.58600 3.26280  0.353
H: 0.79649 6.35371 1.93830  0.250
H: 2.37346 5.36479 1.94316  0.062
H: 3.93589 0.47253 -0.70736  0.260
H: 4.57777 1.31682 0.82593  0.641
H: 4.36014 4.44558 -0.38126  0.236
H: 5.57974 3.03903 -0.14846  0.307
H: 4.43528 3.55002 1.19251  0.224
C: -3.80533 -5.45352 1.28712  -0.612
C: -4.91889 -6.34560 0.77718  -0.544
C: -5.31157 -5.64934 -0.51337  -0.453
O: -4.13131 -5.01518 -1.01894  -0.356
C: -3.12004 -5.03888 -0.00152  0.400
H: -3.13126 -5.94824 1.98754  0.377
H: -4.23058 -4.57582 1.78339  0.288
H: -4.52501 -7.34330 0.55904  0.255
H: -5.75150 -6.45294 1.47420  0.334
H: -6.06047 -4.87020 -0.33276  0.284
H: -5.70380 -6.34252 -1.26131  0.261
H: -2.36029 -5.76991 -0.30023  0.256
H: -2.64937 -4.05800 0.06965  -0.494